# 1
C27H30Br2NO2 | the ωB97M-V functional and the def2-TZVPD basis

The calculation puts the HOMO-LUMO gap at 4.37 eV. The net charge is +1.

Atoms and positions in Å:
C  -2.227  5.029  0.321
O  -0.817  5.116  0.074
C  -0.284  3.976  -0.401
O  -0.947  2.990  -0.676
C  1.212  4.126  -0.550
C  1.615  5.190  -1.584
C  2.774  4.590  -2.368
C  3.074  3.238  -1.710
N  1.854  2.898  -0.967
C  1.910  1.815  -0.077
C  0.936  0.855  0.025
C  0.920  -0.161  1.106
C  2.256  -0.381  1.825
C  2.940  0.951  2.096
C  3.148  1.752  0.814
H  -2.480  5.965  0.815
H  -2.770  4.927  -0.625
H  -2.456  4.175  0.969
H  1.573  4.449  0.451
H  0.774  5.462  -2.233
H  1.918  6.078  -1.022
H  2.515  4.447  -3.419
H  3.653  5.236  -2.318
H  3.340  2.448  -2.424
H  3.938  3.372  -1.031
H  0.071  0.895  -0.633
H  0.165  0.138  1.858
H  0.571  -1.115  0.700
H  2.077  -0.917  2.765
H  2.904  -1.014  1.206
H  2.331  1.538  2.796
H  3.907  0.785  2.580
H  3.981  1.309  0.239
H  3.462  2.772  1.081
Br  -0.044  -9.009  3.173
C  -0.049  -7.423  2.149
C  1.138  -6.955  1.555
C  1.145  -5.745  0.870
C  -0.032  -4.949  0.777
C  -0.011  -3.666  0.147
C  -1.091  -2.785  0.130
C  -1.134  -1.657  -0.693
C  -2.403  -1.050  -1.012
C  -2.718  -0.749  -2.359
C  -4.008  -0.375  -2.716
C  -4.988  -0.201  -1.727
Br  -6.720  0.376  -2.209
C  -4.683  -0.462  -0.381
C  -3.407  -0.894  -0.025
C  -1.229  -5.469  1.337
C  -1.234  -6.682  2.022
H  2.041  -7.544  1.641
H  2.059  -5.391  0.392
H  0.906  -3.368  -0.372
H  -1.972  -2.997  0.745
H  -0.267  -1.421  -1.319
H  -1.941  -0.882  -3.117
H  -4.260  -0.217  -3.759
H  -5.452  -0.335  0.377
H  -3.169  -1.113  1.016
H  -2.160  -4.920  1.218
H  -2.155  -7.048  2.456

# 2
C27H30GeN5OsS | the ωB97M-V functional and the def2-TZVPD basis

The calculation puts the HOMO-LUMO gap (alpha / beta) at 6.87 / 6.87 eV. The net charge is +1.

Atoms and positions in Å:
Os  0.380  -0.468  -0.012
C  -1.203  -0.099  5.067
C  -0.855  -1.234  4.183
N  -1.007  -2.488  4.449
N  -0.568  -3.138  3.326
C  -0.156  -2.322  2.363
S  0.439  -2.651  0.791
N  -0.314  -1.092  2.914
N  -0.046  0.082  2.196
H  -1.574  -0.493  6.009
H  -1.982  0.516  4.612
H  -0.335  0.531  5.266
H  -0.616  -4.143  3.272
H  -0.926  0.562  2.009
H  0.578  0.676  2.731
C  4.672  2.498  -1.658
C  3.985  1.398  -2.478
C  4.974  0.273  -2.817
C  3.369  1.980  -3.759
C  2.888  0.829  -1.678
N  2.030  0.389  -1.057
H  5.481  2.925  -2.252
H  5.098  2.098  -0.739
H  3.973  3.296  -1.407
H  5.785  0.688  -3.414
H  4.490  -0.515  -3.392
H  5.401  -0.162  -1.914
H  4.169  2.405  -4.365
H  2.653  2.770  -3.529
H  2.867  1.208  -4.341
C  -1.101  -0.255  -0.777
Ge  -2.761  -0.952  -1.521
C  -2.369  -2.557  -2.527
C  -3.456  -3.271  -3.034
C  -3.252  -4.439  -3.757
C  -1.960  -4.894  -3.984
C  -0.876  -4.183  -3.491
C  -1.078  -3.018  -2.762
C  -3.694  0.401  -2.541
C  -4.900  0.933  -2.090
C  -5.576  1.880  -2.848
C  -5.051  2.300  -4.061
C  -3.851  1.771  -4.520
C  -3.177  0.823  -3.765
C  -3.588  -1.361  0.207
C  -3.845  -2.672  0.596
C  -4.262  -2.958  1.894
C  -4.421  -1.936  2.817
C  -4.174  -0.620  2.439
C  -3.758  -0.337  1.145
H  -4.471  -2.918  -2.878
H  -4.099  -4.989  -4.146
H  -1.799  -5.802  -4.550
H  0.132  -4.536  -3.672
H  -0.231  -2.469  -2.365
H  -5.324  0.605  -1.147
H  -6.515  2.285  -2.493
H  -5.578  3.036  -4.654
H  -3.444  2.093  -5.470
H  -2.247  0.407  -4.139
H  -3.708  -3.483  -0.110
H  -4.467  -3.982  2.179
H  -4.752  -2.159  3.823
H  -4.330  0.186  3.147
H  -3.572  0.695  0.858

# 3
C27H30N4O4S2 | the ωB97M-V functional and the def2-TZVPD basis

The calculation puts the HOMO-LUMO gap at 7.04 eV.

Atoms and positions in Å:
C  4.894  -6.123  -1.565
C  3.550  -6.102  -1.176
C  2.927  -4.872  -0.947
C  3.623  -3.692  -1.092
C  4.966  -3.705  -1.469
C  5.600  -4.923  -1.717
S  2.705  -2.169  -0.756
O  3.104  -1.708  0.562
O  2.792  -1.337  -1.925
C  1.062  -2.854  -0.627
C  -0.099  -2.135  -0.726
C  -1.337  -2.912  -0.896
C  -1.710  -3.857  0.084
C  -2.838  -4.659  -0.072
C  -3.576  -4.621  -1.260
C  -3.158  -3.757  -2.282
C  -2.067  -2.903  -2.096
S  1.170  -4.668  -0.534
O  0.453  -5.326  -1.600
O  1.003  -5.065  0.852
H  5.391  -7.075  -1.756
H  2.986  -7.024  -1.055
H  5.491  -2.760  -1.571
H  6.645  -4.931  -2.033
H  -0.078  -1.046  -0.733
H  -1.128  -3.960  1.000
H  -3.133  -5.327  0.741
H  -4.475  -5.238  -1.379
H  -3.697  -3.743  -3.233
H  -1.702  -2.274  -2.912
C  -0.039  4.000  -3.548
C  -1.346  4.009  -2.781
N  -1.154  4.152  -1.330
C  -1.687  5.374  -0.776
C  -1.096  5.727  0.564
N  -0.993  4.576  1.407
C  -1.102  4.810  2.815
C  -0.300  3.802  3.601
N  -0.439  2.457  3.111
C  -0.068  1.401  4.062
C  -1.242  0.518  4.433
C  -0.563  2.213  1.772
C  -0.417  0.918  1.195
N  -0.445  0.753  -0.130
C  -0.602  1.768  -0.980
C  -0.845  3.096  -0.515
C  -0.803  3.324  0.897
H  -0.245  3.826  -4.608
H  0.464  4.972  -3.461
H  0.628  3.214  -3.182
H  -1.928  4.885  -3.074
H  -1.931  3.103  -2.987
H  -1.477  6.167  -1.500
H  -2.782  5.291  -0.668
H  -0.119  6.219  0.427
H  -1.751  6.460  1.036
H  -0.710  5.803  3.040
H  -2.152  4.800  3.148
H  0.761  4.106  3.578
H  -0.630  3.795  4.643
H  0.756  0.806  3.646
H  0.286  1.933  4.948
H  -0.895  -0.286  5.088
H  -1.996  1.098  4.982
H  -1.705  0.078  3.544
H  -0.250  0.037  1.832
H  -0.545  1.560  -2.054

# 4
C27H30N4O6 | the ωB97M-V functional and the def2-TZVPD basis

The calculation puts the HOMO-LUMO gap at 9.70 eV.

Atoms and positions in Å:
C  -0.862  -4.148  -1.302
H  -0.629  -4.745  -2.181
H  -0.165  -3.315  -1.267
H  -0.709  -4.768  -0.421
C  -2.305  -3.658  -1.372
C  -3.255  -4.837  -1.573
H  -3.178  -5.534  -0.741
H  -4.285  -4.495  -1.639
H  -3.012  -5.371  -2.488
C  -2.717  -2.884  -0.115
H  -3.750  -2.551  -0.233
H  -2.674  -3.545  0.755
C  -1.866  -1.644  0.162
N  -0.644  -1.968  0.848
C  0.423  -1.158  0.846
O  0.456  -0.099  0.222
C  1.547  -1.687  1.631
C  2.835  -1.207  1.820
N  3.448  -2.133  2.612
C  2.553  -3.105  2.876
N  1.406  -2.870  2.303
H  2.765  -3.962  3.483
H  4.412  -2.044  2.900
C  3.630  -0.044  1.366
O  4.825  0.014  1.619
N  2.929  0.899  0.722
C  3.561  2.020  0.082
C  3.183  2.109  -1.390
O  3.179  3.134  -2.020
O  2.860  0.913  -1.868
C  2.321  0.830  -3.190
C  0.844  0.545  -3.122
C  0.005  1.411  -2.432
C  -1.350  1.155  -2.344
C  -1.883  0.031  -2.957
C  -1.053  -0.832  -3.653
C  0.306  -0.583  -3.726
H  0.952  -1.265  -4.261
H  -1.463  -1.706  -4.140
H  -2.943  -0.167  -2.889
H  -1.993  1.826  -1.794
H  0.420  2.290  -1.962
H  2.855  0.023  -3.696
H  2.511  1.781  -3.704
H  3.277  2.964  0.561
H  4.647  1.900  0.174
H  1.956  0.687  0.468
H  -0.599  -2.778  1.452
C  -2.687  -0.589  0.914
O  -3.784  -0.239  0.567
O  -2.037  -0.114  1.970
C  -2.651  0.972  2.662
C  -2.509  2.284  1.931
C  -3.448  3.287  2.134
C  -3.319  4.504  1.490
C  -2.253  4.728  0.635
C  -1.318  3.728  0.427
C  -1.442  2.509  1.072
H  -0.718  1.728  0.894
H  -0.486  3.899  -0.240
H  -2.153  5.677  0.130
H  -4.055  5.278  1.652
H  -4.283  3.111  2.797
H  -2.136  1.014  3.628
H  -3.711  0.745  2.821
H  -1.595  -1.154  -0.786
H  -2.401  -2.984  -2.229

# 5
C27H30OP2Se2SiTc | the ωB97M-V functional and the def2-TZVPD basis

The expectation value of S² is 0.76. The calculation puts the HOMO-LUMO gap (alpha / beta) at 6.93 / 7.17 eV. The net charge is +2. Its spin multiplicity is 2.

Atoms and positions in Å:
Tc  0.653  -0.268  0.379
Se  1.834  -0.914  2.258
P  3.682  -1.047  1.018
Se  2.624  -0.642  -0.881
C  4.905  0.189  1.450
C  5.309  0.308  2.780
C  6.271  1.241  3.119
C  6.830  2.051  2.137
C  6.424  1.934  0.816
C  5.457  1.005  0.466
C  4.334  -2.715  1.092
C  4.705  -3.234  2.333
C  5.268  -4.494  2.403
C  5.465  -5.232  1.242
C  5.085  -4.719  0.011
C  4.513  -3.460  -0.070
H  4.872  -0.310  3.556
H  6.585  1.340  4.149
H  7.583  2.779  2.407
H  6.861  2.566  0.055
H  5.149  0.916  -0.568
H  4.552  -2.669  3.245
H  5.561  -4.900  3.361
H  5.916  -6.213  1.300
H  5.232  -5.297  -0.890
H  4.213  -3.068  -1.035
C  -4.319  -1.694  2.258
C  -4.413  -1.951  0.896
C  -3.265  -2.082  0.135
C  -1.998  -1.976  0.725
C  -1.926  -1.713  2.099
C  -3.076  -1.564  2.859
Si  -0.492  -2.374  -0.293
C  0.478  -3.932  -0.062
C  0.792  -4.452  1.196
C  1.426  -5.677  1.313
C  1.753  -6.398  0.172
C  1.454  -5.893  -1.085
C  0.821  -4.666  -1.203
H  -5.217  -1.601  2.852
H  -5.384  -2.056  0.431
H  -3.355  -2.275  -0.927
H  -0.964  -1.645  2.599
H  -3.004  -1.365  3.919
H  -0.785  -2.137  -1.732
H  0.527  -3.907  2.096
H  1.651  -6.078  2.291
H  2.238  -7.360  0.265
H  1.699  -6.462  -1.972
H  0.579  -4.289  -2.189
C  -2.162  3.266  0.424
P  -1.025  2.365  -0.612
C  0.007  3.500  -1.526
C  -1.943  1.332  -1.754
O  -0.128  1.490  0.301
H  -2.807  3.888  -0.198
H  -1.609  3.904  1.113
H  -2.775  2.569  0.995
H  -0.614  4.158  -2.133
H  0.685  2.947  -2.176
H  0.590  4.103  -0.830
H  -2.614  1.950  -2.351
H  -2.537  0.602  -1.201
H  -1.260  0.814  -2.430

# 6
C27H31BBr48FN2O3 | the ωB97M-V functional and the def2-TZVPD basis

The calculation puts the HOMO-LUMO gap at 6.81 eV. The net charge is -1.

Atoms and positions in Å:
C  -1.490  1.387  -3.468
C  -1.293  -0.113  -3.257
B  -0.814  -0.559  -1.840
O  0.264  -1.418  -1.749
C  -1.463  -0.061  -0.465
N  -0.688  1.084  0.094
C  0.679  0.758  0.415
C  1.694  1.452  -0.453
F  0.939  1.263  1.717
C  -2.940  0.493  -0.702
O  -3.214  1.546  -0.078
O  -3.719  -0.115  -1.462
C  -1.607  -1.182  0.527
C  -1.749  -2.504  0.093
C  -1.869  -3.487  1.043
N  -1.892  -3.297  2.384
C  -1.771  -2.029  2.750
C  -1.622  -0.949  1.879
H  -0.573  1.947  -3.611
H  -2.064  1.868  -2.680
H  -2.071  1.518  -4.383
H  -2.238  -0.625  -3.420
H  -0.615  -0.465  -4.046
H  0.360  -1.851  -2.604
H  -0.646  1.783  -0.640
H  0.870  -0.308  0.484
H  1.620  2.525  -0.304
H  1.611  1.163  -1.497
H  2.688  1.176  -0.102
H  -1.759  -2.744  -0.955
H  -1.973  -4.512  0.715
H  -1.799  -1.821  3.814
H  -1.535  0.055  2.255
C  -0.002  5.230  -1.276
Br  -1.535  4.146  -0.863
Br  0.889  5.823  0.327
Br  1.215  4.303  -2.453
H  -0.347  6.111  -1.797
C  2.551  1.893  -6.168
Br  3.067  3.301  -7.377
Br  3.322  2.132  -4.421
Br  0.644  1.704  -6.087
H  2.951  0.974  -6.570
C  2.476  -3.295  2.342
Br  0.632  -3.388  1.756
Br  3.171  -1.526  2.057
Br  2.704  -3.841  4.185
H  3.056  -3.982  1.742
C  4.271  -2.898  -3.156
Br  4.231  -2.510  -5.048
Br  4.150  -1.295  -2.120
Br  2.915  -4.175  -2.668
H  5.229  -3.348  -2.945
C  -1.014  4.207  3.680
Br  -2.134  3.974  5.236
Br  -1.752  3.323  2.145
Br  -0.664  6.074  3.322
H  -0.060  3.748  3.897
C  1.826  -5.306  -6.177
Br  2.595  -7.001  -6.670
Br  1.426  -4.225  -7.718
Br  0.290  -5.522  -5.043
H  2.571  -4.774  -5.601
C  -6.151  -3.232  1.777
Br  -7.651  -2.038  1.552
Br  -6.302  -4.757  0.597
Br  -4.436  -2.383  1.598
H  -6.213  -3.613  2.785
C  4.370  0.303  -10.258
Br  2.487  0.231  -10.644
Br  5.126  2.018  -10.689
Br  4.732  -0.197  -8.435
H  4.855  -0.427  -10.889
C  -2.016  -6.358  5.023
Br  -3.483  -5.123  4.862
Br  -2.231  -7.874  3.851
Br  -0.313  -5.500  4.764
H  -2.034  -6.735  6.034
C  -4.062  -2.751  -5.470
Br  -4.251  -1.811  -3.809
Br  -2.524  -3.924  -5.474
Br  -5.674  -3.694  -5.963
H  -3.884  -2.013  -6.239
C  6.722  0.122  3.843
Br  7.718  -1.413  3.233
Br  6.051  1.172  2.375
Br  5.268  -0.353  4.997
H  7.401  0.736  4.416
C  4.093  4.859  1.891
Br  2.752  3.528  2.250
Br  4.857  5.564  3.514
Br  5.453  4.178  0.705
H  3.608  5.679  1.383
C  5.353  -7.206  5.206
Br  3.507  -7.312  4.670
Br  6.103  -5.462  4.887
Br  5.591  -7.754  7.038
H  5.903  -7.904  4.593
C  -5.375  2.141  3.471
Br  -5.086  4.055  3.458
Br  -5.319  1.427  1.698
Br  -4.137  1.210  4.626
H  -6.366  1.995  3.875
C  -8.650  5.576  3.218
Br  -9.318  6.855  4.495
Br  -8.654  3.796  3.929
Br  -9.597  5.677  1.547
H  -7.618  5.831  3.018
C  2.243  8.293  5.859
Br  0.655  7.515  6.609
Br  3.287  9.217  7.190
Br  3.292  6.988  4.909
H  1.926  9.031  5.137